DFT (wB97M-V/def2-TZVPD) results for a single C27H34N4O5S molecule.

Results
Net charge: 0
Lowest unoccupied orbital energy: 0.6 eV
Electronic energy: -55584.78467 eV
Maximum force: 1.308 eV Å⁻¹

XYZ file:
```
71
Properties=species:S:1:pos:R:3:forces:R:3
C 3.637 1.995 4.772 -0.178 0.014 -0.165
H 4.030 2.999 4.914 0.074 0.052 0.072
C 2.669 1.991 3.596 0.091 -0.104 0.104
H 1.854 2.691 3.798 -0.045 0.000 -0.058
H 3.192 2.338 2.703 -0.082 0.033 -0.008
C 2.051 0.621 3.264 0.198 0.184 0.016
N 1.152 0.809 2.119 -0.276 -0.083 0.367
C 1.542 1.108 0.876 -0.596 0.333 -0.092
O 2.666 1.437 0.553 0.442 0.041 -0.057
C 0.408 1.173 -0.183 0.169 -0.246 0.104
N 0.870 0.482 -1.389 -0.090 0.326 0.178
C 1.568 -0.662 -1.238 0.216 -0.063 -0.471
O 1.664 -1.212 -0.151 0.125 -0.320 0.197
C 2.208 -1.287 -2.467 -0.096 -0.094 0.109
H 3.245 -1.509 -2.209 -0.050 0.091 -0.002
C 1.477 -2.601 -2.793 -0.001 0.196 -0.042
C -0.001 -2.289 -2.919 0.276 -0.438 0.063
O -0.455 -1.608 -3.812 -0.090 0.147 -0.249
N -0.764 -2.794 -1.907 0.051 -0.361 0.404
C -2.111 -2.562 -1.733 -1.155 0.122 0.093
N -2.785 -3.258 -0.846 1.201 -0.514 -0.064
O -4.062 -2.795 -0.877 -0.628 0.413 -0.197
C -4.163 -1.808 -1.785 0.704 0.180 -0.311
C -2.948 -1.612 -2.373 -0.396 -0.137 0.254
H -2.671 -0.921 -3.138 -0.022 0.166 -0.164
C -5.475 -1.140 -1.951 0.028 -0.181 0.185
H -6.247 -1.876 -2.167 -0.076 -0.002 -0.063
H -5.420 -0.420 -2.760 -0.014 0.031 -0.047
H -5.745 -0.628 -1.027 -0.033 0.069 0.035
H -0.345 -3.390 -1.208 0.111 0.109 -0.119
H 1.842 -2.994 -3.743 -0.086 -0.030 0.048
H 1.660 -3.329 -2.003 0.025 -0.005 -0.023
H 2.197 -0.623 -3.326 0.031 -0.013 -0.034
C 0.583 1.123 -2.657 -0.020 -0.018 -0.356
C 1.737 1.929 -3.172 -0.102 0.177 -0.392
C 2.861 2.324 -2.520 -0.162 -0.137 0.041
C 3.730 3.084 -3.340 0.060 0.130 -0.250
C 3.253 3.254 -4.596 -0.255 -0.058 -0.170
S 1.727 2.486 -4.818 0.292 -0.019 0.503
H 3.694 3.782 -5.418 0.153 0.124 -0.139
H 4.668 3.483 -2.999 0.177 0.085 0.022
H 3.067 2.082 -1.492 -0.044 -0.100 0.208
H -0.286 1.773 -2.507 0.041 -0.148 0.023
H 0.281 0.378 -3.400 0.011 0.140 0.162
C -0.955 0.696 0.246 -0.035 0.070 -0.015
C -2.058 1.533 0.104 0.051 -0.101 0.058
C -3.316 1.120 0.486 -0.214 -0.167 0.085
C -3.509 -0.145 1.044 0.121 0.192 -0.073
C -2.414 -0.991 1.186 -0.299 -0.053 0.153
C -1.160 -0.576 0.773 -0.050 0.060 -0.055
H -0.324 -1.252 0.859 0.076 -0.040 0.031
H -2.527 -1.981 1.597 -0.048 -0.085 0.008
O -4.785 -0.446 1.404 0.093 0.275 -0.188
C -5.033 -1.676 2.049 -0.031 -0.276 0.110
H -6.099 -1.679 2.272 0.071 -0.039 0.021
H -4.468 -1.755 2.983 -0.010 0.013 -0.024
H -4.795 -2.524 1.401 0.003 0.058 0.068
H -4.172 1.767 0.371 -0.115 0.093 0.004
H -1.932 2.525 -0.307 0.034 0.120 -0.043
H 0.346 2.237 -0.441 0.018 -0.152 0.035
H 0.199 0.506 2.246 0.102 0.065 -0.083
C 3.118 -0.413 2.897 -0.074 0.122 0.008
H 3.679 -0.715 3.776 0.080 -0.036 0.127
H 2.643 -1.288 2.459 -0.028 -0.119 -0.012
H 3.796 0.003 2.158 0.098 -0.025 -0.054
C 1.183 0.102 4.409 0.151 0.121 -0.201
H 0.418 0.830 4.672 -0.110 0.079 0.053
H 0.699 -0.829 4.119 -0.068 -0.134 -0.010
H 1.791 -0.094 5.287 0.038 -0.026 0.087
H 3.145 1.693 5.693 0.023 -0.033 0.155
H 4.475 1.328 4.588 0.143 -0.073 0.046
```
Forces are in eV/Å.